[1]
{"formula": "C2H3FO2S", "method": "ωB97M-V/def2-TZVPD", "homo_lumo_gap_ha": [0.329, 0.346], "homo_energy_ha": [-0.3964, -0.3637], "e_tot_ev": -19762.7290, "relative_energy_ev": 7.2160, "symbols": ["C", "C", "O", "O", "F", "S", "H", "H", "H"], "positions_angstrom": [[-0.251124, 0.913735, -0.064408], [0.179671, -0.126839, -1.124963], [-2.531573, -0.334065, -1.155940], [-1.538132, 1.446179, -2.481935], [1.268106, 0.325575, -1.770681], [-1.441601, 0.518589, -1.428680], [-0.280390, 0.656577, 1.014605], [0.148685, 1.939071, -0.181286], [-0.210154, -2.638820, -0.660388]], "forces_ev_per_angstrom": [[-0.43, 0.10, 0.29], [0.48, 1.51, 0.22], [-0.82, -0.84, 0.70], [0.24, 1.55, -0.95], [-0.38, -0.92, -0.32], [1.43, -1.06, 1.25], [-0.71, -0.13, -0.82], [0.07, -0.69, -0.29], [0.11, 0.49, -0.07]], "nbo_charge": [-0.707, 0.129, -0.875, -0.874, -0.312, 2.106, 0.263, 0.253, 0.016]}

=====

[2]
{"formula": "C2H3FOTl", "method": "ωB97M-V/def2-TZVPD", "homo_lumo_gap_ha": [0.330, 0.330], "homo_energy_ha": [-0.5153, -0.5153], "e_tot_ev": -11568.1738, "relative_energy_ev": 3.2770, "total_charge": 1, "symbols": ["C", "C", "F", "H", "H", "Tl", "O", "H"], "positions_angstrom": [[1.055437, 0.476877, 1.205068], [0.346376, -0.576656, 0.697736], [1.075064, 1.592007, 0.513854], [0.834448, -1.543408, 0.536476], [-1.032134, -0.480397, 0.687004], [-0.590325, 1.719981, -1.887180], [-0.707129, -0.177371, -0.679031], [-0.981736, -1.011034, -1.073928]], "forces_ev_per_angstrom": [[-0.05, -0.42, -0.13], [-2.21, -0.02, 0.49], [-0.24, 0.22, 0.07], [-0.48, 0.21, 0.13], [3.22, -0.13, 0.81], [0.07, 1.42, -0.90], [-0.26, -0.87, -0.12], [-0.06, -0.41, -0.33]], "nbo_charge": [0.445, -0.380, -0.315, 0.289, 0.484, 0.962, -1.004, 0.519]}

=====

[3]
{"formula": "C2H3FS", "method": "ωB97M-V/def2-TZVPD", "homo_lumo_gap_ha": 0.343, "homo_energy_ha": -0.3380, "e_tot_ev": -15674.2459, "relative_energy_ev": 0.2739, "smiles": "CC(F)=S", "symbols": ["C", "C", "F", "S", "H", "H", "H"], "positions_angstrom": [[-0.826855, 0.234365, -0.018050], [0.734155, -0.079935, -0.193017], [-1.097796, 1.311920, 0.625505], [-1.950855, -0.869235, -0.328584], [0.905849, -0.162371, 0.947797], [1.330958, 0.666144, -0.552912], [0.904541, -1.100890, -0.480742]], "forces_ev_per_angstrom": [[2.18, -3.07, -1.46], [-3.71, -1.14, 4.57], [0.07, 1.84, 0.64], [-0.25, 0.17, -0.19], [0.42, 0.36, -1.44], [1.40, 1.85, -1.22], [-0.12, -0.02, -0.90]], "nbo_charge": [0.302, -0.680, -0.301, -0.024, 0.230, 0.227, 0.246]}

=====

[4]
{"formula": "C2H3FS2", "method": "ωB97M-V/def2-TZVPD", "homo_lumo_gap_ha": 0.314, "homo_energy_ha": -0.3058, "e_tot_ev": -26509.2738, "relative_energy_ev": 0.5813, "smiles": "F/C=C/SS", "symbols": ["C", "C", "F", "S", "S", "H", "H", "H"], "positions_angstrom": [[1.155072, -1.460597, -0.710117], [0.112670, -0.663064, -0.531055], [1.148536, -2.305270, -1.705851], [-1.432086, 1.768960, 0.287568], [0.092163, 0.405047, 0.844974], [2.161315, -1.526736, -0.165068], [-0.794069, -0.624659, -1.042869], [-2.008440, 1.769347, 1.502350]], "forces_ev_per_angstrom": [[1.30, 0.84, 1.06], [1.34, 0.20, 1.62], [-0.05, -1.46, -1.48], [0.62, -0.32, 0.19], [-0.22, 0.89, 0.57], [-1.87, 0.52, -0.50], [-1.07, -0.51, -1.29], [-0.06, -0.17, -0.17]], "nbo_charge": [0.224, -0.477, -0.321, -0.137, 0.145, 0.183, 0.241, 0.142]}